Density functional theory data (ωB97M-V/def2-TZVPD) for a structure of composition C50H48BeGeN4OP2.

XYZ file:
```
107
Properties=species:S:1:pos:R:3
Be 0.69976 0.62867 -0.82716
C -12.39242 2.61396 -1.42292
O -11.36286 3.56153 -1.62978
C -10.08427 3.16080 -1.42480
C -9.09094 4.08310 -1.76101
C -7.76344 3.75673 -1.61235
C -7.38285 2.50228 -1.12025
C -8.37868 1.60547 -0.76004
C -9.72254 1.92401 -0.90761
C -5.95694 2.18535 -1.03892
N -4.98774 3.03133 -1.30261
C -3.82543 2.32180 -1.16298
C -4.09562 1.01595 -0.81012
N -5.46336 0.94542 -0.73509
C -3.09944 0.00118 -0.64665
C -3.31389 -1.33956 -0.39663
C -2.19017 -2.18892 -0.37364
C -0.93289 -1.67424 -0.53814
N -0.65883 -0.35820 -0.69725
C -1.77044 0.46658 -0.81295
C -1.47634 1.77910 -1.16479
N -0.12411 2.02716 -1.33398
C 0.19322 3.26874 -1.75030
C -0.72484 4.26548 -1.97171
C -2.09057 4.02520 -1.77080
C -2.47484 2.76723 -1.37160
H -13.30962 3.08907 -1.75955
H -12.49374 2.35239 -0.36629
H -12.22069 1.70750 -2.00882
H -9.39286 5.04842 -2.14503
H -6.98301 4.45578 -1.87875
H -8.12735 0.63648 -0.34457
H -10.47305 1.20534 -0.61175
H -5.99878 0.12759 -0.50653
H -4.30874 -1.74275 -0.25839
H -2.30954 -3.25247 -0.22631
H -0.09171 -2.35027 -0.57578
H 1.23312 3.46129 -1.90260
H -0.37993 5.23393 -2.30412
H -2.83099 4.79534 -1.93813
C 4.24193 -2.62585 1.23778
C 3.17555 -3.09105 2.21785
P 1.61980 -2.44343 1.45830
C 1.61661 -3.56772 -0.00091
C 1.51629 -4.95240 0.08967
C 1.52255 -5.73571 -1.05814
C 1.63687 -5.14778 -2.30762
C 1.73981 -3.76645 -2.41177
C 1.72398 -2.98628 -1.26680
C 0.32859 -3.07317 2.63806
C 0.30156 -4.30699 3.28768
C -0.63599 -4.56484 4.27729
C -1.54954 -3.58972 4.65191
C -1.52361 -2.35017 4.03050
C -0.59062 -2.09915 3.03443
P 3.53604 -0.84599 0.50229
C 4.87072 -0.77061 -0.75475
C 6.19852 -1.13975 -0.53095
C 7.09126 -1.25493 -1.58601
C 6.67079 -1.03467 -2.88988
C 5.35010 -0.69067 -3.13150
C 4.46362 -0.56198 -2.07248
C 4.04805 -0.01954 2.07493
C 5.33976 0.43722 2.31830
C 5.67889 1.01798 3.53310
C 4.73742 1.13362 4.54270
C 3.44587 0.68040 4.31992
C 3.10483 0.12126 3.09768
H 4.32541 -3.30709 0.38981
H 5.21805 -2.50883 1.71109
H 3.31553 -2.64245 3.20279
H 3.13279 -4.17613 2.33507
H 1.42276 -5.43009 1.05522
H 1.43236 -6.81175 -0.97532
H 1.62633 -5.76045 -3.19997
H 1.81805 -3.29679 -3.38437
H 1.74758 -1.90516 -1.34654
H 1.02105 -5.07577 3.03659
H -0.64114 -5.52612 4.77656
H -2.26598 -3.79147 5.43800
H -2.21806 -1.57538 4.33056
H -0.56116 -1.12702 2.55317
H 6.55635 -1.34179 0.46802
H 8.11849 -1.53601 -1.38999
H 7.36612 -1.14539 -3.71217
H 5.00523 -0.52963 -4.14556
H 3.43066 -0.30255 -2.27041
H 6.09647 0.34156 1.55681
H 6.68884 1.37508 3.69385
H 5.00534 1.57221 5.49535
H 2.69818 0.76052 5.09916
H 2.08179 -0.19784 2.93902
C 5.37254 2.47934 -0.37722
Ge 3.43066 2.22668 -0.65538
C 3.34856 2.52180 -2.62558
C 2.66213 3.73995 0.38035
C 2.36643 0.60566 -0.11633
H 5.57607 3.51898 -0.64882
H 5.95494 1.83504 -1.03374
H 5.69621 2.33386 0.64376
H 3.20668 3.58137 -2.85087
H 2.54985 1.95683 -3.10947
H 4.29915 2.22052 -3.06539
H 2.80779 4.69422 -0.13146
H 3.17604 3.79334 1.34289
H 1.60000 3.60862 0.56909
H 2.02956 0.90668 0.89055
```

The net charge is 0. The calculation puts the strongest force on any atom at 0.9 eV Å⁻¹. Its HOMO energy (alpha / beta) is -0.202 / -0.188 Ha. Its total energy is -136132.4776 eV.